{
  "formula": "C43H43F7N5O6PS",
  "method": "ωB97M-V/def2-TZVPD",
  "elements": ["C", "C", "P", "C", "C", "C", "S", "O", "O", "C", "F", "F", "C", "F", "F", "C", "F", "F", "F", "C", "C", "C", "C", "C", "O", "C", "C", "C", "C", "C", "C", "C", "O", "O", "C", "C", "C", "O", "H", "H", "H", "H", "H", "H", "H", "H", "H", "H", "H", "H", "H", "H", "H", "H", "H", "H", "C", "C", "C", "N", "C", "H", "H", "H", "H", "H", "C", "C", "C", "N", "C", "H", "H", "H", "H", "H", "C", "C", "C", "N", "C", "H", "H", "H", "H", "H", "C", "C", "C", "N", "C", "H", "H", "H", "H", "H", "C", "C", "C", "N", "C", "H", "H", "H", "H", "H"],
  "positions_angstrom": [[-3.405844, 3.122364, 2.229050], [-3.664178, 1.563296, 2.142232], [-2.185221, 0.578881, 1.451218], [-2.021130, -1.071299, 2.388987], [-0.583817, 1.586333, 1.668925], [-0.143271, 2.102188, 2.980018], [-0.960158, 1.876908, 4.566019], [-2.058983, 0.925122, 4.648913], [-1.496451, 3.195760, 4.941665], [0.203633, 1.441616, 5.976987], [1.397518, 2.119873, 5.946661], [-0.454851, 1.876392, 7.116512], [0.476372, -0.097804, 6.191576], [-0.655458, -0.824811, 6.522874], [1.271180, -0.173257, 7.338009], [1.306237, -0.826911, 5.044539], [2.371272, -1.481854, 5.633182], [1.851685, 0.008867, 4.121388], [0.530187, -1.815496, 4.508020], [1.103332, 2.917833, 2.987230], [1.860766, 3.138022, 1.743027], [1.450633, 2.592888, 0.448959], [0.181260, 1.814582, 0.412826], [-0.217715, 1.253414, -1.002736], [-1.327317, 1.221262, -1.484900], [0.993956, 0.746760, -1.859640], [0.952986, -0.445629, -2.697638], [2.153667, -0.860652, -3.450181], [3.425290, -0.100827, -3.397315], [4.636950, -0.649433, -4.219794], [5.792703, -1.257882, -3.302519], [5.508499, -2.757502, -2.927293], [6.381811, -3.543016, -2.670912], [4.174313, -3.229129, -2.842134], [3.459941, 1.108265, -2.568428], [2.267461, 1.516074, -1.811121], [2.253339, 2.773343, -0.879126], [2.795057, 3.810643, -1.178512], [-4.309637, 3.625801, 1.768853], [-3.415569, 3.431295, 3.307731], [-2.521508, 3.494934, 1.655615], [-4.470130, 1.412241, 1.362929], [-4.042342, 1.106674, 3.100231], [-2.654374, -1.102802, 3.312416], [-0.924748, -1.174155, 2.608734], [-2.316038, -1.933993, 1.739964], [1.527398, 3.398344, 3.895834], [2.794844, 3.743799, 1.770494], [0.004653, -1.029076, -2.737751], [2.117973, -1.770717, -4.105227], [5.033760, 0.079460, -4.975689], [4.249214, -1.521880, -4.827144], [5.882714, -0.680492, -2.340933], [6.782851, -1.240404, -3.832963], [4.013793, -3.673506, -3.695696], [4.399942, 1.705891, -2.526398], [-0.416861, 0.508137, -7.308462], [-1.390544, -0.523133, -7.343867], [-1.774209, -0.766708, -6.050060], [-1.066061, 0.075012, -5.234618], [-0.240679, 0.858507, -5.994150], [0.095624, 0.944868, -8.151375], [-1.767662, -1.028790, -8.219067], [-2.486716, -1.464647, -5.639730], [-1.141580, 0.112507, -4.232461], [0.399831, 1.594547, -5.534458], [-5.922394, 2.548323, -3.858910], [-6.100874, 3.544513, -2.866292], [-4.995770, 3.516532, -2.054808], [-4.155459, 2.538331, -2.513895], [-4.713639, 1.944498, -3.621949], [-6.603428, 2.301721, -4.658600], [-6.944665, 4.208254, -2.759055], [-4.735229, 4.106809, -1.190460], [-3.266848, 2.295054, -2.101231], [-4.204693, 1.147336, -4.140122], [8.475439, -3.296971, -5.766831], [9.385619, -3.711598, -6.773999], [9.736034, -5.007536, -6.498161], [9.075755, -5.389979, -5.360534], [8.301412, -4.355399, -4.911159], [8.000930, -2.331595, -5.680401], [9.742350, -3.125704, -7.606755], [10.396694, -5.688842, -7.009940], [9.148239, -6.292015, -4.923317], [7.696958, -4.460620, -4.024301], [-1.157294, -1.402277, 11.632608], [-0.737437, -0.048454, 11.683478], [-0.610867, 0.388569, 10.389555], [-0.933716, -0.650422, 9.559895], [-1.272938, -1.743968, 10.309322], [-1.353640, -2.052089, 12.471099], [-0.549940, 0.539205, 12.568588], [-0.318681, 1.345997, 9.988498], [-0.923881, -0.615386, 8.554559], [-1.565041, -2.668454, 9.837383], [-6.389151, -0.050448, -0.727502], [-7.397762, -0.560895, -1.585574], [-7.958594, -1.646179, -0.954244], [-7.318689, -1.812016, 0.247696], [-6.367970, -0.839648, 0.383587], [-5.748684, 0.800458, -0.906959], [-7.681492, -0.176491, -2.552740], [-8.751049, -2.312375, -1.255685], [-7.516197, -2.532950, 0.919145], [-5.753001, -0.790186, 1.268692]],
  "forces_ev_per_a": [[-1.5, 0.0, 0.2], [0.0, 0.0, -0.3], [-0.7, -0.6, -0.9], [0.3, 0.3, 0.3], [0.4, 0.1, 0.8], [3.5, 0.8, -2.8], [-4.8, 3.0, 0.7], [2.3, -0.7, -0.6], [2.3, -1.2, -0.6], [0.4, 0.2, 1.7], [-1.3, -0.9, -0.3], [0.6, -0.7, -1.8], [0.7, -0.6, 1.8], [1.4, 1.3, -1.1], [-1.0, 0.5, -1.5], [1.2, -2.0, 0.6], [-1.5, 1.0, -0.9], [-1.3, -0.9, 0.8], [1.0, 1.8, 0.0], [-0.5, -0.7, -2.0], [-1.4, -0.8, -0.2], [-1.9, -0.9, 1.9], [1.1, 0.9, 1.7], [0.8, -0.3, -0.4], [0.8, 0.2, 0.5], [2.4, -0.2, -0.5], [1.7, 1.1, 0.1], [0.0, 1.8, 1.1], [-2.2, 0.2, 0.8], [-0.3, -0.7, 0.3], [-0.8, -0.1, -0.2], [0.4, -0.5, 0.4], [-0.5, 1.0, -0.1], [0.8, 1.0, -1.0], [-1.7, -1.0, -0.2], [-0.5, -1.3, -0.3], [-0.1, -0.8, -0.3], [-0.2, -0.7, 0.5], [1.0, -0.4, 0.5], [0.5, -0.1, -1.1], [-0.6, -0.4, 0.7], [1.0, -0.1, 0.8], [0.5, 0.7, -0.8], [0.9, 0.1, -0.7], [-1.1, -0.1, 0.1], [0.2, 1.0, 0.3], [-0.6, -0.6, -0.7], [-0.9, -0.5, 0.1], [1.0, 0.4, 0.0], [-0.1, 1.0, 0.9], [-0.3, -0.4, 1.0], [0.3, 1.1, 0.5], [0.0, -0.6, -0.9], [-1.0, -0.1, 0.6], [-0.1, -0.1, 0.5], [-1.0, -0.4, 0.1], [0.1, 0.1, 0.1], [-0.1, -0.1, 0.0], [0.0, -0.1, 0.1], [-0.1, 0.0, -0.1], [0.1, 0.0, 0.1], [0.0, 0.0, 0.1], [0.0, 0.0, 0.1], [0.0, 0.0, 0.0], [0.0, 0.1, -0.1], [0.0, 0.0, 0.0], [0.1, -0.1, -0.1], [0.0, 0.1, 0.1], [0.1, 0.0, 0.1], [-0.1, -0.1, -0.2], [0.2, 0.1, 0.3], [0.0, 0.0, 0.0], [0.1, 0.0, 0.0], [0.0, 0.0, 0.0], [-0.1, -0.1, -0.1], [0.0, 0.0, 0.0], [-0.1, -0.1, 0.1], [0.1, -0.1, -0.1], [0.1, -0.1, 0.0], [0.0, 0.1, -0.1], [0.0, -0.1, 0.1], [0.0, 0.0, 0.0], [0.0, 0.0, 0.0], [0.0, 0.1, 0.0], [0.0, 0.1, 0.0], [0.2, 0.0, -0.1], [-0.1, -0.1, 0.0], [0.0, 0.1, 0.0], [0.0, 0.0, 0.0], [-0.1, 0.0, 0.1], [0.0, 0.0, 0.0], [0.0, 0.0, -0.1], [0.0, 0.0, -0.1], [0.0, 0.0, 0.0], [-0.1, 0.0, 0.3], [0.0, 0.0, 0.1], [0.1, 0.2, -0.2], [-0.2, -0.2, 0.0], [0.1, 0.1, -0.1], [-0.1, 0.0, -0.2], [0.2, -0.1, 0.5], [-0.1, 0.0, -0.1], [0.0, 0.0, 0.1], [0.0, 0.1, 0.0], [0.0, 0.1, -0.1], [0.0, 0.0, 0.0]],
  "gap_ev": 6.10,
  "smiles": "CCP(C)c1c(S(=O)(=O)C(F)(F)C(F)(F)C(F)(F)F)ccc2c1C(=O)c1ccc(CCC(=O)O)cc1C2=O.c1cc[nH]c1.c1cc[nH]c1.c1cc[nH]c1.c1cc[nH]c1.c1cc[nH]c1",
  "e_tot_ev": -104163.629,
  "charge": 0
}